1.
C30H32Cl5F6InN5O4S3 as an isolated structure, computed with ωB97M-V/def2-TZVPD.

The lowest unoccupied orbital energy comes out at -4.1 eV. As for the net charge: +1. The value obtained for the orbital gap is 6.1 eV.

Atoms and positions in Å:
1 In 0.4684 0.9561 -0.5384
2 C 3.4629 -4.3259 3.9286
3 C 1.9685 -4.0153 3.8246
4 C 1.2388 -5.2954 3.3999
5 C 1.4535 -3.5537 5.1992
6 C 1.6788 -2.8711 2.8768
7 C 2.6483 -1.9593 2.4662
8 C 2.2774 -0.8671 1.7036
9 N 1.0279 -0.6361 1.3430
10 C 0.0684 -1.4805 1.7246
11 C 0.3705 -2.6109 2.4753
12 C -1.3209 -1.0891 1.4066
13 C -2.4148 -1.6531 2.0573
14 C -3.7086 -1.1904 1.8181
15 C -3.8251 -0.1191 0.9397
16 C -2.6922 0.3904 0.3290
17 N -1.4825 -0.0928 0.5361
18 C -4.8941 -1.8285 2.5121
19 C -4.7535 -1.6190 4.0262
20 C -6.2255 -1.2268 2.0581
21 C -4.9048 -3.3291 2.1858
22 H 3.6073 -5.1913 4.5699
23 H 4.0130 -3.4987 4.3677
24 H 3.8799 -4.5565 2.9516
25 H 1.5048 -6.1048 4.0746
26 H 1.5257 -5.5827 2.3916
27 H 0.1590 -5.1867 3.4348
28 H 1.6585 -4.3147 5.9468
29 H 0.3816 -3.3724 5.1763
30 H 1.9470 -2.6323 5.5007
31 H 3.6826 -2.0779 2.7337
32 H 3.0021 -0.1249 1.3938
33 H -0.4155 -3.2915 2.7522
34 H -2.2686 -2.4444 2.7728
35 H -4.7791 0.3275 0.7241
36 H -2.7567 1.2352 -0.3366
37 H -4.7395 -0.5579 4.2625
38 H -3.8433 -2.0680 4.4136
39 H -5.5988 -2.0714 4.5372
40 H -6.2891 -0.1716 2.3084
41 H -7.0410 -1.7339 2.5664
42 H -6.3697 -1.3531 0.9884
43 H -4.0421 -3.8401 2.6040
44 H -4.9084 -3.4825 1.1091
45 H -5.7990 -3.7882 2.5987
46 F -2.1824 0.2276 -4.7894
47 C -0.9990 0.7858 -4.9986
48 F -0.3421 0.1032 -5.9150
49 F -1.1908 2.0355 -5.4341
50 S -0.0123 0.9022 -3.3677
51 O -0.2885 -0.3348 -2.6985
52 O 1.3431 1.1424 -3.7541
53 N -2.0286 1.8413 -2.4033
54 S -0.7854 4.1592 -0.4372
55 O -0.6497 2.8055 0.1723
56 O 0.3011 5.0190 -0.0806
57 C 1.0822 4.0493 -2.5949
58 F 1.2939 5.3586 -2.4695
59 F -0.3899 5.3586 -4.1625
60 F 1.6468 3.7181 -3.7906
61 Cl -4.5188 1.3914 -2.3624
62 C -3.1522 2.3124 -2.8013
63 C -0.7546 2.2960 -2.5429
64 C -0.3837 3.6882 -2.5151
65 Cl 2.0801 3.2800 -1.3542
66 C -1.2045 4.7430 -3.2636
67 Cl -1.7265 6.0687 -2.1079
68 C -2.4650 4.3778 -4.0008
69 Cl -2.8367 5.5044 -5.2257
70 C -3.3749 3.4207 -3.6947
71 Cl -4.8558 3.3843 -4.5690
72 S 2.9744 -0.1277 -1.3864
73 C 4.1894 0.8740 -2.0933
74 N 5.4121 0.7780 -1.5755
75 C 6.5525 1.4888 -2.1207
76 C 6.0688 2.8163 -2.6945
77 C 4.9673 2.5382 -3.7088
78 N 3.9619 1.6783 -3.1123
79 H 5.5453 0.1149 -0.8280
80 H 7.0316 0.8889 -2.9025
81 H 7.2735 1.6498 -1.3185
82 H 6.8943 3.3453 -3.1662
83 H 5.6721 3.4357 -1.8897
84 H 5.3758 2.0521 -4.6010
85 H 4.4816 3.4648 -4.0192
86 H 3.0415 1.6639 -3.5372

2.
C30H32ClCoN3SSi2 as an isolated structure, computed with ωB97M-V/def2-TZVPD.

The lowest unoccupied orbital energy (spin up / spin down) comes out at 0.1 / -0.1 eV. As for the spin multiplicity: 4. As for the net charge: 0. The value obtained for the orbital gap (spin up / spin down) is 5.6 / 6.7 eV. The expectation value of S² is 3.807.

Atoms and positions in Å:
1 C -2.5114 -1.0821 4.4659
2 C -2.9048 -0.2857 3.3357
3 C -2.9072 -1.1327 2.1839
4 H -3.2076 0.7603 3.3716
5 C -2.4799 -2.4342 2.5942
6 C -2.2300 -2.3917 4.0018
7 H -1.9018 -3.2278 4.6168
8 H -2.4272 -0.7456 5.4964
9 H -3.1897 -0.8226 1.1743
10 H -2.3851 -3.3287 1.9830
11 Co -1.1338 -1.0297 3.0034
12 Si -0.8179 -0.9877 -1.3999
13 C -0.4350 0.6042 -2.4486
14 C 0.8352 0.8591 -2.9783
15 H 1.6909 0.2188 -2.7291
16 C 1.0518 1.9643 -3.8112
17 H 2.0566 2.1758 -4.1754
18 C -0.0039 2.8167 -4.1256
19 H 0.1717 3.6915 -4.7479
20 C -1.2714 2.5710 -3.6022
21 H -2.0947 3.2480 -3.8338
22 C -1.4727 1.4954 -2.7295
23 H -2.4501 1.3614 -2.2529
24 C -0.1502 -2.2190 -2.6530
25 C -0.9026 -2.2347 -3.8403
26 H -1.8578 -1.7035 -3.8815
27 C -0.3842 -2.8198 -4.9983
28 H -0.9484 -2.7539 -5.9288
29 C 0.8669 -3.4523 -4.9591
30 H 1.2798 -3.8973 -5.8629
31 C 1.5934 -3.5043 -3.7650
32 H 2.5674 -4.0099 -3.7115
33 C 1.0950 -2.8655 -2.6212
34 H 1.7360 -2.8546 -1.7382
35 H -2.2841 -0.9590 -1.2084
36 Si 2.1798 1.6128 0.1765
37 C 1.5197 -0.1659 0.2033
38 C 0.0733 -0.5083 0.2127
39 H -0.6177 0.2266 0.6682
40 C -0.2836 -1.9327 0.3227
41 H -1.3137 -2.2548 0.5558
42 C 0.7348 -2.9027 0.5170
43 H 0.4464 -3.9552 0.6415
44 C 2.0600 -2.5272 0.5460
45 H 2.8299 -3.2709 0.7346
46 C 2.4418 -1.1862 0.3641
47 H 3.5228 -0.9885 0.3859
48 C 0.8035 2.8601 -0.0455
49 C -0.3986 2.7680 0.6724
50 H -0.5478 1.9699 1.4023
51 C -1.4469 3.6632 0.4551
52 H -2.4088 3.4823 0.9310
53 C -1.2833 4.7533 -0.3910
54 H -2.0884 5.4633 -0.5467
55 C -0.0763 4.8843 -1.0748
56 H 0.0572 5.7114 -1.7681
57 C 0.9380 3.9315 -0.9421
58 H 1.8280 4.0039 -1.5744
59 H 3.2760 1.9829 -0.6618
60 Cl 2.9507 1.8784 2.1208
61 N -0.0962 0.7102 3.4655
62 N 0.7357 0.4366 4.6119
63 C 1.4607 -0.6867 4.4662
64 N 2.4954 -0.9381 5.2858
65 S 0.8619 -1.8076 3.3463
66 H 0.4984 1.1539 2.7423
67 H -0.7768 1.4143 3.7493
68 H 1.1748 1.2465 5.0678
69 H 3.0543 -1.7694 5.1381
70 H 2.8017 -0.2834 5.9970

3.
A 4-piece molecular cluster, C30H32F3O11P overall, computed with ωB97M-V/def2-TZVPD.

The lowest unoccupied orbital energy comes out at -1.0 eV. The structure (SMILES) is CCC[C@H](C)c1c(P(C)C)ccc2c1C(=O)c1ccccc1C2=O.O=C1OC[C@@H](F)O1.O=C1OC[C@@H](F)O1.O=C1OC[C@@H](F)O1. As for the net charge: 0. The value obtained for the orbital gap is 6.7 eV.

Atoms and positions in Å:
1 C -1.7703 2.8292 1.9823
2 C -2.2284 3.1900 0.5039
3 C -2.7087 1.9418 -0.3885
4 C -1.5079 1.4160 -1.2674
5 C -1.0904 2.4322 -2.4406
6 C -1.6510 -0.0663 -1.7843
7 C -2.8959 -0.5576 -2.4992
8 P -4.4203 0.4599 -2.8550
9 C -4.0535 2.0831 -3.7039
10 C -5.5493 0.6347 -1.3709
11 C -2.9629 -1.9529 -2.9737
12 C -1.8518 -2.8972 -2.8238
13 C -0.6525 -2.4106 -2.1640
14 C -0.5408 -1.0294 -1.6269
15 C 0.7972 -0.7144 -0.9235
16 O 0.9444 -0.1471 0.1396
17 C 2.0793 -1.2571 -1.6550
18 C 3.3062 -0.4751 -1.7668
19 C 4.4286 -1.0844 -2.4819
20 C 4.3227 -2.4344 -3.0411
21 C 3.0982 -3.2464 -2.9005
22 C 1.9629 -2.6289 -2.1932
23 C 0.5870 -3.3641 -2.0141
24 O 0.4986 -4.5376 -1.7532
25 H -2.2410 1.8649 2.2950
26 H -0.6514 2.8240 1.9952
27 H -2.1002 3.6668 2.6608
28 H -1.4532 3.8014 -0.0445
29 H -3.1190 3.8763 0.6114
30 H -3.4964 2.3826 -1.0662
31 H -3.2196 1.1465 0.2096
32 H -0.6133 1.4135 -0.5775
33 H -0.1608 2.9765 -2.1388
34 H -0.8653 1.7866 -3.3339
35 H -1.8755 3.2003 -2.6364
36 H -4.7827 2.2239 -4.5505
37 H -3.0438 1.9832 -4.1941
38 H -4.1005 2.9942 -3.0504
39 H -5.6800 1.7147 -1.0834
40 H -6.5640 0.2554 -1.6850
41 H -5.2499 0.0057 -0.4932
42 H -3.8781 -2.3170 -3.4957
43 H -1.8899 -3.9457 -3.2098
44 H 3.2998 0.5421 -1.3204
45 H 5.3474 -0.4521 -2.5842
46 H 5.1759 -2.8877 -3.6077
47 H 3.0285 -4.2716 -3.3435
48 O -4.8966 -2.9301 0.5162
49 C -4.0086 -2.6494 1.2547
50 O -2.8819 -3.3960 1.4117
51 C -2.0180 -2.6605 2.2672
52 C -2.9781 -1.7728 3.0012
53 F -2.3960 -0.5942 3.3000
54 O -3.9957 -1.5433 2.0500
55 H -1.3052 -2.0946 1.6610
56 H -1.4651 -3.3216 2.9337
57 H -3.4108 -2.2192 3.9003
58 O 7.9465 -4.3068 0.0430
59 C 7.0225 -3.8473 0.6296
60 O 5.7214 -4.0260 0.2703
61 C 4.9259 -3.4339 1.2935
62 C 5.8725 -2.4414 1.9002
63 F 5.6291 -2.2772 3.2241
64 O 7.1311 -3.0659 1.7447
65 H 4.6141 -4.2044 2.0025
66 H 4.0370 -2.9615 0.8749
67 H 5.8827 -1.4673 1.4047
68 O 0.1061 6.1821 4.6242
69 C 0.9836 5.4252 4.3702
70 O 1.0931 4.7458 3.1937
71 C 2.3393 4.0553 3.2322
72 C 2.5989 3.9449 4.7056
73 F 3.9275 3.9748 4.9727
74 O 2.0063 5.1193 5.2219
75 H 3.0983 4.6473 2.7153
76 H 2.2632 3.0821 2.7477
77 H 2.1484 3.0685 5.1782

4.
C30H32F6N4O2PPdSi as an isolated structure, computed with ωB97M-V/def2-TZVPD.

The lowest unoccupied orbital energy (spin up / spin down) comes out at -5.9 / -9.0 eV. As for the spin multiplicity: 6. As for the net charge: +2. The value obtained for the orbital gap (spin up / spin down) is 4.8 / 5.4 eV. The expectation value of S² is 8.798.

Atoms and positions in Å:
1 Pd 1.9233 1.6089 -0.3360
2 N 1.8026 0.1154 -3.3153
3 C 0.7262 1.0672 -3.1893
4 C -0.1795 1.1534 -4.2476
5 C -1.1616 2.0202 -4.1153
6 C -1.2462 2.7842 -2.9006
7 C -0.3570 2.6499 -1.9369
8 N 0.7062 1.7710 -2.0494
9 C 2.5240 -0.6289 -2.2695
10 C 2.7874 -1.9556 -2.5500
11 C 3.5037 -2.7380 -1.6888
12 C 3.9860 -2.1138 -0.5070
13 C 3.5497 -0.8809 -0.2156
14 N 2.8951 -0.1116 -1.1042
15 H 1.8551 -0.5195 -4.0834
16 H 0.0275 0.5554 -5.1427
17 H -2.0110 2.1822 -4.9391
18 H -2.0269 3.5135 -2.7614
19 H -0.3079 3.2072 -1.0349
20 H 2.4912 -2.3533 -3.4832
21 H 3.6027 -3.7950 -1.8413
22 H 4.6761 -2.6651 0.2190
23 H 3.9787 -0.4149 0.5827
24 F 2.9913 1.8618 1.6331
25 P 3.3852 3.4261 1.3543
26 F 4.8117 3.2085 1.8927
27 F 3.5988 4.9216 1.0874
28 F 1.7270 3.5728 0.7173
29 F 2.6239 3.7029 2.7570
30 F 3.7448 3.0310 -0.1596
31 C 0.3243 4.6481 4.8063
32 C 0.1249 3.2677 4.3358
33 C 1.0252 2.3477 4.9798
34 C 1.0698 0.9588 4.6930
35 C 0.1819 0.5078 3.8228
36 C -0.6784 1.3325 3.1518
37 N -1.4890 0.7171 2.2781
38 C -1.7820 -0.6834 2.2257
39 C -2.7473 -1.2284 3.0694
40 C -3.0169 -2.5551 3.0145
41 C -2.3349 -3.4132 2.1598
42 C -1.2768 -2.8894 1.2776
43 C -1.1071 -1.5187 1.3408
44 C 0.0034 -0.8141 0.5590
45 O 0.5603 -1.5723 -0.4361
46 O 0.4177 0.2942 0.7095
47 C -0.8087 2.7719 3.4475
48 C -1.7725 3.6824 2.7529
49 H -0.3591 5.4205 4.3649
50 H 1.4647 4.8206 4.7069
51 H 0.0954 4.7457 5.8642
52 H 1.6853 2.7326 5.7615
53 H 1.8634 0.4363 5.1114
54 H 0.3249 -0.5481 3.4425
55 H -1.9375 1.2915 1.5649
56 H -3.2246 -0.5571 3.7916
57 H -3.6881 -3.0395 3.7613
58 H -2.3244 -4.4273 2.1392
59 H -0.7104 -3.6296 0.6510
60 H -2.8873 3.5330 2.8910
61 H -1.5183 3.7349 1.7048
62 H -1.7108 4.6644 3.2656
63 C -2.1426 -2.0428 -4.5244
64 Si -1.8533 -3.5472 -3.4748
65 C -1.2752 -5.0267 -4.4934
66 C -3.3436 -3.9717 -2.3475
67 C -0.6752 -2.8554 -2.1969
68 C -0.1601 -2.1569 -1.3525
69 H -2.8820 -2.3130 -5.3310
70 H -1.2110 -1.7555 -5.0123
71 H -2.3905 -1.1941 -3.9392
72 H -2.0977 -5.1119 -5.2004
73 H -1.1347 -6.0283 -4.0591
74 H -0.4388 -4.8375 -5.1796
75 H -3.9047 -4.5088 -3.0826
76 H -3.8655 -3.1570 -1.7914
77 H -3.0202 -4.7016 -1.5963

5.
C30H33AsFPSZr as an isolated structure, computed with ωB97M-V/def2-TZVPD.

The lowest unoccupied orbital energy comes out at -6.8 eV. As for the net charge: +2. The value obtained for the orbital gap is 7.2 eV.

Atoms and positions in Å:
1 Zr -0.5428 -1.7001 1.8533
2 S 1.2009 -0.3115 0.9595
3 C 0.1209 0.8257 1.8208
4 C -0.7798 1.5882 1.0563
5 C -1.5707 2.5476 1.6526
6 C -1.5154 2.7200 3.0315
7 C -0.6527 1.9573 3.8015
8 C 0.2013 1.0219 3.2166
9 As 1.6226 0.1349 4.2758
10 C 0.6100 -1.5710 4.2143
11 C 1.2333 -2.6749 3.6304
12 C 0.4918 -3.8044 3.2570
13 C -0.8819 -3.8539 3.5121
14 C -1.5110 -2.7788 4.1469
15 C -0.7728 -1.6410 4.4775
16 C 1.1581 0.7312 6.0602
17 C 0.6249 -0.1004 7.0402
18 C 0.4192 0.3821 8.3264
19 C 0.7466 1.6923 8.6397
20 C 1.2983 2.5209 7.6706
21 C 1.5140 2.0392 6.3895
22 H -0.8141 1.4337 -0.0148
23 H -2.2303 3.1583 1.0505
24 H -2.1412 3.4634 3.5080
25 H -0.6136 2.1238 4.8703
26 H 2.2948 -2.6367 3.4210
27 H 0.9901 -4.6423 2.7883
28 H -1.4562 -4.7269 3.2284
29 H -2.5738 -2.8094 4.3479
30 H -1.2803 -0.7913 4.9194
31 H 0.3852 -1.1362 6.8321
32 H 0.0111 -0.2715 9.0856
33 H 0.5874 2.0641 9.6427
34 H 1.5735 3.5376 7.9157
35 H 1.9677 2.6911 5.6500
36 C 3.0339 -3.6898 0.4589
37 C 2.1207 -3.1532 -0.6396
38 P 0.3470 -3.2233 -0.2290
39 C -0.5651 -2.5338 -1.6685
40 C 0.1655 -2.5805 -3.0111
41 C -0.0836 -5.0040 -0.1593
42 C 0.1215 -5.7927 -1.4526
43 H 4.0701 -3.6736 0.1258
44 H 2.7974 -4.7225 0.7215
45 H 2.9748 -3.0732 1.3565
46 H 2.2600 -3.7127 -1.5660
47 H 2.3584 -2.1117 -0.8660
48 H -0.8228 -1.4996 -1.4244
49 H -1.5122 -3.0786 -1.7144
50 H 1.0608 -1.9604 -3.0031
51 H -0.4925 -2.1944 -3.7884
52 H 0.4524 -3.5917 -3.2937
53 H -1.1305 -5.0695 0.1538
54 H 0.5066 -5.4460 0.6480
55 H -0.5166 -5.4237 -2.2544
56 H -0.1309 -6.8391 -1.2886
57 H 1.1575 -5.7518 -1.7881
58 F -6.0664 -2.2192 -0.4223
59 C -4.9365 -1.9067 0.1962
60 C -3.9628 -2.8723 0.3339
61 C -2.8038 -2.4797 0.9988
62 C -2.5911 -1.1979 1.4908
63 C -3.6220 -0.2595 1.3336
64 C -4.7887 -0.6087 0.6904
65 H -4.1319 -3.8722 -0.0414
66 H -2.0525 -3.2844 1.1380
67 H -3.5072 0.7447 1.7161
68 H -5.5999 0.0936 0.5508

6.
C30H33AsN5O4STl as an isolated structure, computed with ωB97M-V/def2-TZVPD.

The lowest unoccupied orbital energy comes out at -1.2 eV. As for the net charge: 0. The value obtained for the orbital gap is 6.4 eV.

Atoms and positions in Å:
1 Tl 0.3664 -0.4206 -0.1448
2 O 5.9487 -1.2144 5.8073
3 N 5.8119 -1.7700 4.7394
4 O 6.6771 -2.4117 4.1780
5 C 4.4800 -1.6818 4.0901
6 C 3.4408 -1.5445 4.9277
7 C 2.1037 -1.5053 4.4226
8 C 0.9984 -1.3917 5.2826
9 C -0.2591 -1.3604 4.7473
10 C -0.3860 -1.4374 3.3522
11 N 0.6310 -1.5476 2.5261
12 C 1.8752 -1.5867 3.0447
13 C 3.0163 -1.7151 2.1421
14 N 2.7565 -1.7787 0.8233
15 C 3.7574 -1.8799 -0.0199
16 C 5.0949 -1.9134 0.3877
17 C 5.3819 -1.8547 1.7239
18 C 4.3279 -1.7667 2.6554
19 H 3.6201 -1.4748 5.9915
20 H 1.1574 -1.3305 6.3521
21 H -1.1389 -1.2739 5.3691
22 H -1.3690 -1.3957 2.8927
23 H 3.4969 -1.9282 -1.0722
24 H 5.8862 -1.9864 -0.3449
25 H 6.4035 -1.8832 2.0630
26 C 3.1921 3.5988 -3.5722
27 C 2.2459 2.4296 -3.6204
28 C 0.9209 2.5680 -3.2124
29 C 0.0406 1.5012 -3.2823
30 C 0.4840 0.2755 -3.7573
31 C 1.7937 0.1158 -4.1771
32 C 2.6656 1.1935 -4.1031
33 S -0.6300 -1.0975 -3.7786
34 O -1.9616 -0.5638 -3.9903
35 O -0.1468 -2.0394 -4.7614
36 N -0.4123 -1.6021 -2.2858
37 C -1.2663 -2.4926 -1.7005
38 C -2.2004 -3.3240 -2.3534
39 C -2.9571 -4.1861 -1.6008
40 C -2.7931 -4.2451 -0.2132
41 C -1.8613 -3.4019 0.3459
42 N -1.1282 -2.5427 -0.3645
43 H 2.8817 4.3280 -2.8242
44 H 3.2270 4.1108 -4.5360
45 H 4.2063 3.2772 -3.3355
46 H 0.5769 3.5254 -2.8364
47 H -0.9947 1.6064 -2.9829
48 H 2.1125 -0.8452 -4.5571
49 H 3.6924 1.0721 -4.4293
50 H -2.3003 -3.2778 -3.4287
51 H -3.6776 -4.8298 -2.0904
52 H -3.3659 -4.9228 0.4027
53 H -1.6813 -3.4056 1.4162
54 C -1.1606 3.5299 0.9518
55 C -2.0466 3.1228 -0.2198
56 As -2.6527 1.2718 -0.0147
57 C -3.8578 1.0603 -1.5553
58 C -4.3838 2.3225 -2.2278
59 C -3.9303 1.4830 1.4698
60 C -4.8490 2.6976 1.4644
61 H -0.8141 4.5604 0.8527
62 H -0.2806 2.8871 1.0233
63 H -1.6965 3.4554 1.9012
64 H -1.4923 3.1685 -1.1590
65 H -2.9039 3.7877 -0.3257
66 H -4.6769 0.4324 -1.1938
67 H -3.3082 0.4554 -2.2775
68 H -4.9581 2.9560 -1.5513
69 H -5.0324 2.0559 -3.0644
70 H -3.5718 2.9267 -2.6351
71 H -3.3369 1.4557 2.3869
72 H -4.5124 0.5581 1.4573
73 H -4.2875 3.6324 1.4533
74 H -5.4791 2.7096 2.3567
75 H -5.5105 2.6985 0.5985

Sequential F_max output: 0.0467; 0.0617; 0.0552; 0.1021; 0.0028; 0.0052 hartree/bohr
Sequential molecular weight output: 1028.9; 617.2; 656.5; 760.1; 641.8; 839.0 g/mol
Sequential E output: -6021.73865; -4146.66855; -2630.86702; -2889.18492; -4284.70754; -4544.10177 hartree